The following is a DFT calculation (wB97M-V/def2-TZVPD) of a molecular structure, C28H55CoO2Si4Te.

Each line ends with the Mulliken charge.
Cartesian coordinates (Å):
O -0.36151 0.13436 -5.91941  -0.36
C -0.35975 1.21972 -6.93764  -0.32
C -0.10714 0.31763 -8.13205  -0.74
H 0.44741 1.93981 -6.73072  0.02
H -1.32049 1.75146 -6.98219  0.32
C -0.10082 -0.78075 -7.04528  1.45
H 0.85402 0.48866 -8.61237  0.34
H -0.94197 0.26607 -8.84166  0.33
C 1.22556 -1.52207 -6.85715  -1.59
H 1.93420 -0.90300 -6.28369  0.34
H 1.63917 -1.77016 -7.85100  0.36
H 1.00691 -2.44983 -6.28955  0.36
C -1.26034 -1.75866 -7.19735  -1.75
H -2.23301 -1.25464 -7.09704  0.40
H -1.16073 -2.56289 -6.45218  0.34
H -1.23030 -2.22122 -8.19761  0.39
Co -0.61384 -1.21765 -1.03257  -0.01
C -2.58044 -1.32116 -0.18317  0.06
C -2.61271 0.09922 -0.34672  -0.86
C -2.21632 0.40058 -1.67636  -0.77
H -3.00464 0.81591 0.36199  0.53
C -1.97117 -0.82617 -2.38660  -0.44
C -2.31893 -1.90034 -1.47328  -1.25
H -2.52308 -2.93068 -1.73010  0.62
H -2.79688 -1.84089 0.75381  0.50
H -2.19867 1.39268 -2.11088  0.89
H -1.82661 -0.92675 -3.45301  0.66
C 0.94303 -2.74905 0.13433  0.21
C -0.12935 -3.11400 -0.72310  -0.56
C 0.20356 -2.61939 -2.07014  -0.52
H -0.91504 -3.82654 -0.46897  0.49
C 1.44079 -1.89633 -1.95583  -0.42
C 1.85923 -1.95681 -0.59982  -1.16
H 2.78805 -1.53593 -0.20810  0.38
H 1.04771 -3.03092 1.18140  0.46
H -0.21883 -2.94173 -3.01760  0.58
H 2.01213 -1.47360 -2.78329  0.66
O 2.22990 1.84559 -4.25307  -0.47
C 1.12880 1.34382 -3.46150  0.38
C -0.11940 2.20655 -3.75728  0.39
H 1.34197 1.41494 -2.36053  0.35
H 0.96416 0.27607 -3.67429  -0.60
C 0.48412 3.58666 -4.15245  -0.73
H -0.79757 2.25680 -2.89933  -0.02
H -0.64526 1.80045 -4.63678  0.05
C 1.96283 3.29316 -4.43670  -0.58
H 0.39682 4.29625 -3.31700  0.34
H 0.00213 4.01801 -5.05628  0.19
H 2.56940 3.89383 -3.70273  0.32
H 2.29608 3.54925 -5.46533  0.33
C -1.76809 3.15188 3.81486  -1.09
Si -1.64516 1.39548 4.47765  0.26
C -1.62429 1.47225 6.36343  -0.99
C -3.14747 0.41577 3.90939  -0.79
Si 0.24950 0.32104 3.58490  0.33
Te 0.16968 0.55785 1.11646  -0.56
Si 2.05850 1.18294 4.83601  0.44
C 2.05614 0.71919 6.67438  -1.02
C 3.66436 0.55454 4.09036  -1.19
C 1.98071 3.06319 4.71986  -1.06
Si 0.09523 -1.92003 4.22085  0.35
C -0.52924 -2.12601 5.98640  -1.18
C -1.15813 -2.68738 3.03813  -0.39
C 1.77424 -2.73669 4.08618  -1.36
H -2.82692 3.45448 3.83807  0.38
H -1.41727 3.22119 2.77700  0.26
H -1.19393 3.86279 4.42392  0.28
H -2.53427 2.00971 6.67721  0.39
H -1.64381 0.48063 6.83673  0.26
H -0.76160 2.02052 6.76295  0.20
H -3.09258 0.13810 2.84737  -0.05
H -3.28825 -0.50215 4.49591  0.25
H -4.03216 1.05746 4.05165  0.40
H 2.07020 -0.36769 6.83406  0.25
H 2.97375 1.12679 7.13560  0.38
H 1.20189 1.13948 7.22326  0.24
H 3.61142 0.49027 2.99446  0.29
H 4.46349 1.26843 4.34974  0.38
H 3.95384 -0.43232 4.48155  0.34
H 2.00499 3.39306 3.67282  0.27
H 1.08698 3.48842 5.19497  0.22
H 2.86723 3.47528 5.22675  0.38
H -1.61399 -1.97618 6.06080  0.28
H -0.31605 -3.17020 6.27466  0.41
H -0.04121 -1.46411 6.71692  0.26
H -1.02605 -2.33583 2.00161  -0.76
H -1.01971 -3.77860 3.04803  0.45
H -2.19364 -2.46518 3.33485  0.42
H 1.75014 -3.56204 3.36208  0.47
H 2.57192 -2.04270 3.78247  0.25
H 2.05640 -3.16997 5.06387  0.38

Computed properties:
* net charge: -1
* ΔE to the lowest compared entry with this formula, charge and spin: 0.217 eV
* E_HOMO (alpha / beta): -2.88 / -3.32 eV
* gap between HOMO and LUMO (alpha / beta): 0.19228 / 0.20839 Ha
* multiplicity: 4